DFT (ωB97M-V with the def2-TZVPD basis set) results for C9H8N2 in the gas phase in a non-equilibrium geometry.

Computed properties:
LUMO: 0.213 eV
Calculated total energy: -457.17902 Ha
Orbital gap: 0.305 Ha
SMILES: Nc1cccc2ccncc12
HOMO: -8.10 eV
Largest force on an atom: 0.15120 Eh/bohr
Relative energy (zero: lowest compared OMol25 entry of this formula, charge and spin): 261.7 kJ/mol

Element x y z (Å)
1 N 1.5678 -1.6643 -1.3266
2 C 0.5249 -0.6498 -1.1055
3 C -0.2321 -0.0213 -2.1608
4 C -1.1756 1.0198 -1.8245
5 C -1.3919 1.3234 -0.5633
6 C -0.6033 0.8418 0.4600
7 C -0.8307 0.9714 1.7494
8 C 0.0146 0.4826 2.7390
9 N 1.1179 -0.4165 2.5447
10 C 1.3761 -0.5623 1.2340
11 C 0.4926 -0.1472 0.1528
12 H 1.7132 -2.2312 -0.5626
13 H 1.4623 -2.1667 -2.2139
14 H -0.2548 -0.8171 -3.1206
15 H -1.7050 1.4891 -2.6016
16 H -2.2007 1.9121 -0.4201
17 H -1.8715 1.4095 2.2040
18 H -0.1235 0.6707 3.7779
19 H 2.1196 -1.4441 1.0376